(1)
A 2-piece molecular cluster, C3H8O4S2 overall, computed with ωB97M-V with the def2-TZVPD basis set.

```
! RIJCOSX wB97M-V def2-TZVPD def2/J DEFGRID3
* xyz 0 1
C -2.208 -1.288 -2.089
C 3.883 -0.879 1.074
C -1.032 -0.888 -1.181
O 2.690 1.323 0.120
O 3.371 -0.527 -1.416
O -1.763 -1.688 1.279
O 1.481 -0.856 0.056
S 2.805 -0.106 -0.146
S -0.868 -2.077 0.215
H -2.248 -2.338 -2.355
H -3.130 -1.143 -1.617
H -2.308 -0.832 -3.013
H 3.291 -1.646 1.336
H 4.786 -1.133 0.467
H 3.925 -0.368 2.044
H -0.962 0.222 -0.761
H -0.118 -1.115 -1.600
*
```

Computed properties:
Kohn-Sham gap (spin up / spin down)	4.8 / 4.8	eV
E_HOMO (spin up / spin down)	-9.00 / -9.00	eV
ΔE to the lowest compared entry with this formula, charge and spin	207.79	kJ/mol

***

(2)
C3H8O5Rb as an isolated structure, computed with ωB97M-V with the def2-TZVPD basis set.

```
! RIJCOSX wB97M-V def2-TZVPD def2/J DEFGRID3
* xyz 2 2
Rb 0.467 2.677 -1.257
C -0.525 -2.795 1.173
C -0.003 -1.626 2.197
O 0.724 -0.698 1.372
C 0.158 -0.817 0.122
O 0.330 -0.115 -0.833
O -0.812 -1.886 0.108
H -1.334 -3.380 1.610
H 0.287 -3.448 0.852
H 0.421 -2.122 3.070
H -0.844 -1.149 2.701
O -2.359 2.691 -0.596
H -2.274 3.013 0.301
H -3.052 3.228 -0.979
O 2.774 2.262 -2.947
H 2.679 2.646 -3.818
H 3.363 1.518 -3.075
*
```

Computed properties:
Kohn-Sham gap (spin up / spin down)	10.8 / 3.9	eV
E_HOMO (spin up / spin down)	-17.95 / -17.95	eV